{"formula": "C3H7CaO2", "method": "wB97M-V/def2-TZVPD", "symbols": ["C", "O", "C", "C", "O", "H", "H", "H", "H", "H", "H", "H", "Ca"], "coordinates": [[2.54, 1.11, -1.82], [1.88, 1.08, -0.56], [2.61, 1.66, 0.47], [1.80, 1.73, 1.73], [0.68, 1.26, 1.83], [1.92, 0.53, -2.52], [2.63, 2.15, -2.15], [3.54, 0.65, -1.77], [2.91, 2.70, 0.23], [3.51, 1.06, 0.69], [2.39, 1.97, 2.63], [0.12, -1.71, -0.57], [1.22, -1.86, 0.93]], "multiplicity": 2, "largest_force_ha_per_bohr": 0.0350, "orbital_gap_ev": [5.18, 7.82], "de_lowest_kcal_mol": 52.6, "s_squared": 0.7519, "lumo_energy_ev": [0.4, -0.3]}